C7H8 | the ωB97M-V functional and the def2-TZVPD basis

The geometry in XYZ format:
```
15
Properties=species:S:1:pos:R:3:nbo_charge:R:1
C -0.6966 -1.2673 -1.4694 -0.61
C -0.1686 -0.3038 -0.4519 -0.05
C -0.2745 1.2549 -0.4316 -0.29
C 1.0147 1.2818 0.3930 -0.24
C -0.1242 1.0579 1.2820 -0.17
C -0.1018 -0.4415 1.0450 -0.25
C 1.1699 -0.2582 0.2363 -0.22
H -0.5558 -2.3061 -1.1450 0.21
H -1.7681 -1.1028 -1.6243 0.22
H -0.1953 -1.1463 -2.4371 0.22
H -1.1507 1.6014 0.2263 0.25
H 1.7315 2.0927 0.4302 0.22
H -0.4680 1.7018 2.0889 0.24
H -0.4505 -1.2622 1.6541 0.23
H 2.0381 -0.9026 0.2037 0.23
```

Results
- Molecular weight: 92.14 g mol⁻¹
- Gap between HOMO and LUMO: 0.3232 Ha
- Lowest unoccupied orbital energy: 1.15 eV
- Total energy: -271.29307 hartree
- Energy relative to the best compared isomer or geometry (same formula, charge and spin): 6.487 eV
- SMILES: C[C@@]12[C@@H]3[C@H]4[C@@H]3[C@@H]1[C@H]42
- Largest force on an atom: 1.51 eV/A
- HOMO level: -7.64 eV